Molecular formula: C10H8Cl3N
Method: DFT, ωB97M-V/def2-TZVPD

Relative energy (zero: lowest compared OMol25 entry of this formula, charge and spin)   0.6 kcal/mol
Kohn-Sham gap   8.55 eV
E_LUMO   0.237 eV

```
! RIJCOSX wB97M-V def2-TZVPD def2/J DEFGRID3
* xyz 0 1
C -1.5643 1.1264 0.1292
C -2.1551 -0.1056 0.3307
C 0.5375 0.0592 -0.2855
C -0.0794 -1.1789 -0.0947
C -0.2161 1.2333 -0.1850
C -1.4298 -1.2859 0.2222
C 1.9652 0.1414 -0.6475
C 3.9566 -0.3152 0.7220
C 0.4189 2.5668 -0.4252
C -2.0945 -2.6116 0.4118
N 2.9366 0.0872 0.1508
Cl 2.2911 0.4345 -2.3430
Cl 0.9011 -2.5952 -0.2595
Cl 4.9479 0.7042 1.6194
H -2.1562 2.0260 0.2164
H -3.2052 -0.1588 0.5753
H 1.4045 2.6168 0.0332
H 0.5415 2.7317 -1.4954
H -0.2003 3.3653 -0.0250
H -2.9153 -2.5270 1.1210
H -2.5004 -2.9614 -0.5385
H -1.3843 -3.3532 0.7673
*
```

Charge distribution, Mulliken scheme, values in e: -0.862 -0.698 -0.019 0.862 1.143 0.666 -0.431 0.051 -1.608 -1.656 0.085 -0.174 -0.230 -0.108 0.364 0.389 0.387 0.341 0.400 0.394 0.302 0.403